a:
ORCA calculation (ωB97M-V/def2-TZVPD) on 2 unconnected molecules or ions with the total composition C4H8NS.

Each atom is followed by the atoms it is bonded to, with distances in Å.
Positions of all 14 atoms, in Å:
1 S 2.353 -0.475 -0.167  C3 1.838, C5 1.853
2 N -0.223 -0.180 0.123  C4 1.265, C5 1.412
3 C 1.647 1.209 0.035  S1 1.838, C4 1.470, H13 1.096, H14 1.094
4 C 0.192 1.015 0.098  N2 1.265, C3 1.470, H8 1.080
5 C 0.694 -1.254 0.106  S1 1.853, N2 1.412, H9 1.093, H12 1.095
6 C -2.190 -0.466 -0.180  H7 1.076, H10 1.077, H11 1.074
7 H -2.190 -1.514 -0.424  C6 1.076
8 H -0.485 1.857 0.116  C4 1.080
9 H 0.485 -1.960 -0.703  C5 1.093
10 H -2.573 -0.199 0.790  C6 1.077
11 H -2.356 0.227 -0.984  C6 1.074
12 H 0.684 -1.787 1.062  C5 1.095
13 H 2.037 1.686 0.941  C3 1.096
14 H 1.924 1.842 -0.814  C3 1.094

Output
* LUMO level: -4.87 eV
* net charge: +1
* gap between HOMO and LUMO: 8.291 eV

Mulliken population analysis, charges in e, atoms 1 to 5: number 1, S, carries -0.056; number 2, N, carries -0.155; number 3, C, carries -0.490; number 4, C, carries -0.105; number 5, C, carries -0.530

---

b:
ORCA calculation (ωB97M-V/def2-TZVPD) on 2 unconnected molecules or ions with the total composition C4H8NS.

Each atom is followed by the atoms it is bonded to, with distances in Å.
Positions of all 14 atoms, in Å:
1 S 1.319 -3.594 0.675  C3 1.655, H8 1.351
2 N -0.702 0.653 0.317  C4 1.416, C5 1.440, C6 1.247
3 C 0.755 -2.736 -0.623  S1 1.655, H9 1.072, H10 1.076
4 C -0.247 1.664 -0.564  N2 1.416, C5 1.494, H7 1.082, H12 1.083
5 C -0.842 2.016 0.760  N2 1.440, C4 1.494, H11 1.081, H13 1.082
6 C -0.866 -0.567 0.517  N2 1.247, H14 1.084
7 H 0.822 1.755 -0.705  C4 1.082
8 H 2.464 -2.907 0.884  S1 1.351
9 H 1.285 -1.929 -1.091  C3 1.072
10 H -0.174 -3.069 -1.050  C3 1.076
11 H -1.841 2.425 0.817  C5 1.081
12 H -0.833 1.822 -1.461  C4 1.083
13 H -0.186 2.320 1.565  C5 1.082
14 H -1.334 -0.879 1.444  C6 1.084

Output
* LUMO level (alpha / beta): -5.63 / -5.63 eV
* net charge: +1
* gap between HOMO and LUMO (alpha / beta): 6.604 / 6.606 eV

Mulliken population analysis, charges in e, atoms 1 to 5: number 1, S, carries 0.107; number 2, N, carries 0.096; number 3, C, carries -0.321; number 4, C, carries -0.377; number 5, C, carries -0.346

---

Energy relative to the most stable one, in kcal/mol: a 0.0; b 73.5